(1)
Formula: C4H6O2
Source: the Open Molecules 2025 dataset
Level of theory: ωB97M-V/def2-TZVPD

Geometry (Å):
C 0.70 1.12 -0.94
O 0.12 -0.04 -1.57
C -0.61 -0.39 -0.39
C 0.25 -1.33 0.46
O 0.86 -0.28 1.08
C 0.07 0.73 0.40
H 0.30 2.04 -1.36
H 1.79 1.12 -0.97
H -1.68 -0.54 -0.55
H -1.09 -1.74 1.54
H -0.35 -2.16 1.21
H -0.36 1.46 1.08

The calculated total energy comes out at -8333.6300 eV. Its charge is 0.


(2)
Formula: C4H6O2
Source: the Open Molecules 2025 dataset
Level of theory: ωB97M-V/def2-TZVPD

Geometry (Å):
C -0.35 -0.48 -1.47
C -0.30 0.30 -0.20
O -0.89 -0.29 0.93
C 0.32 1.45 0.04
C 0.10 -0.80 1.71
O 1.09 -1.35 1.31
H 0.62 -0.40 -1.98
H -1.12 -0.11 -2.14
H -0.54 -1.54 -1.27
H 0.96 1.91 -0.71
H 0.24 1.91 1.01
H -0.13 -0.61 2.76

The SMILES is C=C(C)OC=O. The calculated total energy comes out at -8339.1205 eV. Its charge is 0.


(3)
Formula: C4H6O2
Source: the Open Molecules 2025 dataset
Level of theory: ωB97M-V/def2-TZVPD

Geometry (Å):
C 0.66 1.23 -0.67
C 0.39 0.19 0.37
C 0.18 -1.28 0.02
O 1.39 -0.74 0.64
C -0.90 -0.14 0.91
O -1.81 -0.18 -0.04
H 1.30 1.99 -0.21
H 1.18 0.81 -1.53
H -0.29 1.69 -0.98
H -0.23 -2.08 0.64
H -0.97 -0.85 -0.76
H -1.13 -0.38 1.94

The calculated total energy comes out at -8334.1447 eV. Its charge is 0.


(4)
Formula: C4H6O2
Source: the Open Molecules 2025 dataset
Level of theory: ωB97M-V/def2-TZVPD

Geometry (Å):
C 1.78 0.00 -0.10
O 1.19 -0.29 1.17
C 0.27 -0.05 0.19
C -0.84 0.98 0.47
O -1.77 0.11 -0.21
C -0.77 -0.88 -0.47
H 2.16 -0.90 -0.60
H 1.40 0.86 -0.62
H -0.87 2.01 0.09
H -1.03 1.00 1.56
H -0.91 -1.82 0.06
H -0.67 -1.05 -1.56

The SMILES is C1OCC12CO2. The calculated total energy comes out at -8335.5027 eV. Its charge is 0.


(5)
Formula: C4H6O2
Source: the Open Molecules 2025 dataset
Level of theory: ωB97M-V/def2-TZVPD

Geometry (Å):
O 2.10 -0.95 0.17
C 1.38 -0.15 0.72
C 0.40 0.65 -0.13
C -0.47 -0.28 -0.98
C -1.35 -0.05 0.24
O -0.74 1.17 0.56
H 1.59 0.25 1.73
H 0.96 1.46 -0.60
H -0.15 -1.32 -1.05
H -0.74 0.12 -1.96
H -0.51 -0.91 1.07
H -2.47 0.00 0.23

The calculated total energy comes out at -8336.6182 eV. Its charge is 0.


(6)
Formula: C4H6O2
Source: the Open Molecules 2025 dataset
Level of theory: ωB97M-V/def2-TZVPD

Geometry (Å):
C 1.05 -1.11 0.12
C 0.02 0.04 -0.01
C 0.51 1.29 -0.22
C -1.51 -0.29 -0.11
H 1.04 -1.63 1.10
H 2.00 -0.67 0.13
H 0.97 -1.85 -0.67
H -0.15 2.04 -0.47
H 1.63 1.36 -0.17
H -1.39 1.49 0.29
O -2.23 0.77 0.22
O -1.93 -1.45 -0.22

The SMILES is C=C(C)C(=O)O. The calculated total energy comes out at -8338.7846 eV. Its charge is 0.


(7)
Formula: C4H6O2
Source: the Open Molecules 2025 dataset
Level of theory: ωB97M-V/def2-TZVPD

Geometry (Å):
C 1.16 -0.19 -0.52
O 0.11 -1.01 -0.97
C -1.13 -0.47 -0.51
C -0.79 0.35 0.71
O 0.00 -0.37 1.65
C 0.67 0.48 0.73
H 2.12 -0.69 -0.51
H 1.54 0.63 -1.26
H -1.59 0.17 -1.28
H -1.80 -1.32 -0.31
H -1.46 1.10 1.10
H 1.20 1.34 1.14

The SMILES is C1OC[C@H]2O[C@@H]12. The calculated total energy comes out at -8338.2428 eV. Its charge is 0.


(8)
Formula: C4H6O2
Source: the Open Molecules 2025 dataset
Level of theory: ωB97M-V/def2-TZVPD

Geometry (Å):
O -1.31 1.64 1.56
C -0.77 0.38 1.53
C -0.23 -0.14 0.44
C 0.33 0.32 -0.88
C 0.82 -1.14 -0.95
O 0.19 -1.45 0.31
H -0.81 -0.15 2.47
H -1.30 1.90 0.63
H 1.13 1.07 -0.80
H -0.37 0.61 -1.67
H 1.90 -1.28 -0.88
H 0.41 -1.75 -1.76

The calculated total energy comes out at -8338.0694 eV. Its charge is 0.


(9)
Formula: C4H6O2
Source: the Open Molecules 2025 dataset
Level of theory: ωB97M-V/def2-TZVPD

Geometry (Å):
O -1.64 1.84 -1.64
C -1.01 0.85 -1.81
O -0.92 -0.45 -0.93
C -0.48 -0.23 0.38
C 0.88 0.36 0.64
C 0.60 -1.09 0.97
H -0.22 0.24 -2.23
H -1.29 0.08 1.03
H 1.55 0.53 -0.21
H 0.98 1.08 1.44
H 1.06 -1.84 0.34
H 0.49 -1.36 2.02

The SMILES is O=COC1CC1. The calculated total energy comes out at -8337.1710 eV. Its charge is 0.


(10)
Formula: C4H6O2
Source: the Open Molecules 2025 dataset
Level of theory: ωB97M-V/def2-TZVPD

Geometry (Å):
C 0.64 -0.60 -0.34
C -1.82 -0.62 0.18
C 1.78 -0.19 0.47
C -0.71 0.03 -0.01
O 2.39 0.82 -0.02
O -0.54 1.34 0.04
H 0.80 -0.32 -1.38
H 0.47 -1.68 -0.36
H -2.60 0.00 0.55
H -1.89 -1.66 0.07
H 2.97 1.20 0.61
H -1.51 1.67 0.22

The calculated total energy comes out at -8336.3536 eV. Its charge is 0.